Density functional theory data (wB97M-V/def2-TZVPD) for 2 unconnected molecules or ions with the total composition C10H16 at a distorted geometry.

Properties
- Gap between HOMO and LUMO: 10.12 eV
- Electronic energy: -10629.0206 eV
- LUMO: 1.05 eV
- Energy above the lowest of the compared OMol25 structures with the same formula, charge and spin: 0.723 eV

The geometry in XYZ format:
```
26
C10H16, DFT wB97M-V/def2-TZVPD
C -0.9400 -0.5415 -2.2805
C -0.1770 0.5690 -1.6113
C 1.1527 0.7430 -1.8552
C 1.8374 1.7756 -1.1844
C 1.1817 2.5390 -0.2479
C -0.2227 2.5561 -0.2045
C -0.8791 1.4897 -0.8033
H -1.3593 -1.2389 -1.5598
H -0.2954 -1.1534 -2.9308
H -1.6569 -0.2094 -3.0365
H 1.7229 0.0966 -2.5112
H 2.8924 1.9671 -1.3286
H 1.7865 3.2504 0.3051
H -0.7814 3.2736 0.3784
H -1.9554 1.4288 -0.8677
C 0.1212 -2.3977 0.8762
C -0.7937 -1.3610 1.6317
C -0.0329 -0.7099 2.8018
H 0.7284 -2.9114 1.6150
H 0.7692 -1.8553 0.1936
H -0.5672 -3.1310 0.4666
H -1.1414 -0.6528 0.8784
H -1.7099 -1.8349 1.9739
H -0.1614 -1.2683 3.7343
H 1.0355 -0.6669 2.6312
H -0.5541 0.2436 2.9357
```

Here is what natural (NBO) gives for the atomic charges, in e: atom 1 (C): -0.641, atom 2 (C): -0.013, atom 3 (C): -0.225, atom 4 (C): -0.199, atom 5 (C): -0.221, atom 6 (C): -0.202, atom 7 (C): -0.221, atom 8 (H): 0.222, atom 9 (H): 0.214, atom 10 (H): 0.222, atom 11 (H): 0.213, atom 12 (H): 0.212, atom 13 (H): 0.210, atom 14 (H): 0.216, atom 15 (H): 0.211, atom 16 (C): -0.615, atom 17 (C): -0.389, atom 18 (C): -0.616, atom 19 (H): 0.198, atom 20 (H): 0.210, atom 21 (H): 0.206, atom 22 (H): 0.197, atom 23 (H): 0.191, atom 24 (H): 0.202, atom 25 (H): 0.207, atom 26 (H): 0.211

Density functional theory data (wB97M-V/def2-TZVPD) for a molecular structure, C40H32Br3N12O3S2Y at a distorted geometry.

Properties
- Charge: +2
- Gap between HOMO and LUMO: 7.34 eV
- Electronic energy: -298856.5803 eV
- LUMO: -5.72 eV
- Energy above the lowest of the compared OMol25 structures with the same formula, charge and spin: 0.765 eV

The geometry in XYZ format:
```
93
C40H32Br3N12O3S2Y, DFT wB97M-V/def2-TZVPD
Y 0.1924 -0.0088 -0.3292
N 3.6630 -0.7229 2.7141
C 2.7448 -1.2906 1.9418
N 1.8932 -0.3691 1.5302
C 2.3850 0.7755 2.1000
N 3.4475 0.6013 2.8354
C 1.6890 2.0541 1.9703
C 2.0967 3.1988 2.6507
N 1.3846 4.3150 2.6071
C 0.2669 4.2981 1.8819
C -0.1227 3.1749 1.1759
N 0.5900 2.0500 1.2171
H 4.4607 -1.1484 3.1604
H 2.7222 -2.3412 1.7092
H 3.0109 3.1984 3.2310
H -0.3261 5.2036 1.8635
H -1.0029 3.1751 0.5465
Br -1.5649 -0.9955 7.4768
C -1.1934 -1.2874 5.6559
C -1.4881 -2.5099 5.0759
C -1.2335 -2.7079 3.7273
C -0.6794 -1.6925 2.9472
C -0.4167 -0.4629 3.5445
C -0.6508 -0.2613 4.8942
N -0.4655 -1.8594 1.5457
C -0.2096 -3.0188 1.0966
C -0.2944 -3.3065 -0.3414
C -0.1664 -4.6079 -0.7765
C -0.4708 -4.9108 -2.0995
C -0.9235 -3.8961 -2.9136
C -0.9935 -2.6040 -2.4021
N -0.6558 -2.2906 -1.1531
H -1.9295 -3.2996 5.6695
H -1.5169 -3.6521 3.2791
H -0.0218 0.3451 2.9454
H -0.4207 0.6899 5.3574
H -0.0086 -3.8681 1.7520
H 0.1435 -5.3792 -0.0829
H -0.3767 -5.9237 -2.4679
H -1.2128 -4.0779 -3.9396
H -1.3102 -1.7906 -3.0351
Br 2.3351 5.2201 -4.7411
C 1.6973 3.9845 -3.4912
C 2.4702 3.6243 -2.4017
C 1.9469 2.6960 -1.5256
N 0.7445 2.1275 -1.6712
C 0.0020 2.4911 -2.7264
C 0.4467 3.4166 -3.6553
C -1.3358 1.8491 -2.8491
C -2.2498 2.2476 -3.8104
C -3.4617 1.5859 -3.8990
Br -4.7075 2.0836 -5.2007
C -3.7430 0.5542 -3.0179
C -2.7849 0.2477 -2.0741
N -1.6077 0.8682 -1.9818
H 3.4530 4.0437 -2.2396
H 2.5402 2.3775 -0.6794
H -0.1467 3.6888 -4.5136
H -2.0387 3.0541 -4.4956
H -4.6772 0.0121 -3.0648
H -2.9641 -0.5474 -1.3594
O 3.7487 0.3521 -0.5288
S 3.3884 -0.8402 -1.2583
O 3.4994 -2.0932 -0.5544
N 1.8312 -0.6427 -1.8436
C 1.8516 -0.6654 -3.2109
S 0.5624 -0.3870 -4.2034
C 3.2095 -0.9026 -3.7726
C 3.5600 -1.0502 -5.1046
C 4.8982 -1.2537 -5.4124
C 5.8689 -1.3026 -4.4132
C 5.5230 -1.1608 -3.0765
C 4.1863 -0.9629 -2.8005
H 2.7993 -1.0039 -5.8720
H 5.1950 -1.3765 -6.4459
H 6.9065 -1.4530 -4.6788
H 6.2711 -1.2012 -2.2957
N -1.9094 0.5281 0.7987
C -2.9101 0.7731 1.3311
N -4.0353 1.0373 1.9310
C -4.1669 0.9117 3.3991
C -5.0458 -0.2856 3.7071
O -6.2859 -0.1779 3.0344
C -6.1317 -0.1572 1.6305
C -5.3182 1.0513 1.1992
H -4.6311 1.8259 3.7687
H -3.1805 0.7994 3.8433
H -5.2592 -0.3269 4.7731
H -4.5299 -1.2092 3.4116
H -7.1284 -0.1131 1.1970
H -5.6353 -1.0767 1.2912
H -5.8407 1.9705 1.4638
H -5.1279 1.0454 0.1273
```

Here is what Löwdin gives for the atomic charges, in e: atom 1 (Y): 1.522, atom 2 (N): 0.092, atom 3 (C): -0.142, atom 4 (N): 0.028, atom 5 (C): -0.344, atom 6 (N): 0.179, atom 7 (C): -0.210, atom 8 (C): -0.029, atom 9 (N): 0.126, atom 10 (C): -0.076, atom 11 (C): -0.106, atom 12 (N): 0.025, atom 13 (H): 0.180, atom 14 (H): 0.137, atom 15 (H): 0.131, atom 16 (H): 0.122, atom 17 (H): 0.109, atom 18 (Br): 0.806, atom 19 (C): -0.698, atom 20 (C): -0.103, atom 21 (C): -0.015, atom 22 (C): -0.264, atom 23 (C): -0.049, atom 24 (C): -0.115, atom 25 (N): 0.038, atom 26 (C): -0.085, atom 27 (C): -0.254, atom 28 (C): 0.013, atom 29 (C): -0.009, atom 30 (C): -0.008, atom 31 (C): -0.148, atom 32 (N): 0.035, atom 33 (H): 0.114, atom 34 (H): 0.116, atom 35 (H): 0.072, atom 36 (H): 0.112, atom 37 (H): 0.138, atom 38 (H): 0.128, atom 39 (H): 0.128, atom 40 (H): 0.125, atom 41 (H): 0.044, atom 42 (Br): 0.860, atom 43 (C): -0.662, atom 44 (C): -0.059, atom 45 (C): -0.112, atom 46 (N): 0.028, atom 47 (C): -0.239, atom 48 (C): -0.043, atom 49 (C): -0.252, atom 50 (C): -0.040, atom 51 (C): -0.665, atom 52 (Br): 0.861, atom 53 (C): -0.080, atom 54 (C): -0.161, atom 55 (N): 0.013, atom 56 (H): 0.122, atom 57 (H): 0.095, atom 58 (H): 0.109, atom 59 (H): 0.110, atom 60 (H): 0.116, atom 61 (H): 0.103, atom 62 (O): -0.299, atom 63 (S): 0.652, atom 64 (O): -0.295, atom 65 (N): -0.257, atom 66 (C): -0.780, atom 67 (S): 0.798, atom 68 (C): -0.241, atom 69 (C): -0.014, atom 70 (C): -0.031, atom 71 (C): -0.036, atom 72 (C): -0.014, atom 73 (C): -0.235, atom 74 (H): 0.102, atom 75 (H): 0.119, atom 76 (H): 0.120, atom 77 (H): 0.130, atom 78 (N): 0.116, atom 79 (C): -0.200, atom 80 (N): -0.058, atom 81 (C): -0.076, atom 82 (C): -0.173, atom 83 (O): -0.104, atom 84 (C): -0.178, atom 85 (C): -0.082, atom 86 (H): 0.141, atom 87 (H): 0.119, atom 88 (H): 0.140, atom 89 (H): 0.129, atom 90 (H): 0.139, atom 91 (H): 0.131, atom 92 (H): 0.140, atom 93 (H): 0.125

Density functional theory data (wB97M-V/def2-TZVPD) for a molecular structure, C15H16F3NO4Tl at a distorted geometry.

Properties
- Charge: +3
- Gap between HOMO and LUMO: 1.77 eV
- Electronic energy: -38305.2170 eV
- LUMO: -15.89 eV

The geometry in XYZ format:
```
40
C15H16F3NO4Tl, DFT wB97M-V/def2-TZVPD
O 0.5829 3.1306 -2.4797
C -0.3668 2.5520 -2.0009
O -1.5875 3.1336 -1.6912
C -2.3764 2.0743 -1.1259
O -3.4605 2.3565 -0.7533
C -1.6304 0.6996 -1.1629
C -2.1297 -0.7148 -0.7520
C -3.5539 -1.0850 -1.3716
O -4.6127 -0.4047 -0.7251
C -3.7265 -2.6501 -1.0941
F -3.2915 -2.9239 0.2080
F -2.8852 -3.3692 -1.9312
F -5.0164 -3.0654 -1.1537
C -0.4011 1.0109 -1.6970
C 0.8533 0.1650 -2.0682
C 1.2358 -0.9849 -1.0459
C 1.3004 -0.5424 0.4759
C 2.6748 0.2059 0.7894
N 2.8354 0.4734 2.2792
C 2.0959 -0.1782 3.3597
C 2.4728 0.3588 4.7052
C 3.4848 1.3348 4.3300
C 3.7079 1.3725 2.7502
H -2.2874 -0.6824 0.3705
H -1.4505 -1.5532 -1.0425
H -3.5967 -0.9316 -2.4859
H -5.4480 -0.6461 -1.1782
H 0.7661 -0.2278 -3.1404
H 1.7276 0.8939 -2.0903
H 2.2870 -1.3144 -1.3207
H 0.6106 -1.9168 -1.1697
H 1.3490 -1.5050 1.0760
H 0.3968 0.0117 0.8456
H 3.5401 -0.4482 0.4689
H 2.7703 1.1751 0.2292
H 1.3143 -0.9747 3.2032
H 2.0654 0.0866 5.7083
H 3.9960 1.9610 5.1120
H 4.4184 2.0119 2.1513
Tl 1.3355 1.1106 -4.5821
```

Here is what natural (NBO) gives for the atomic charges, in e: atom 1 (O): -0.576, atom 2 (C): 0.771, atom 3 (O): -0.451, atom 4 (C): 0.732, atom 5 (O): -0.386, atom 6 (C): 0.017, atom 7 (C): -0.491, atom 8 (C): 0.045, atom 9 (O): -0.686, atom 10 (C): 0.954, atom 11 (F): -0.344, atom 12 (F): -0.331, atom 13 (F): -0.287, atom 14 (C): -0.164, atom 15 (C): -0.457, atom 16 (C): -0.401, atom 17 (C): -0.433, atom 18 (C): -0.244, atom 19 (N): -0.344, atom 20 (C): 0.411, atom 21 (C): -0.288, atom 22 (C): 0.106, atom 23 (C): 0.373, atom 24 (H): 0.274, atom 25 (H): 0.248, atom 26 (H): 0.203, atom 27 (H): 0.508, atom 28 (H): 0.178, atom 29 (H): 0.220, atom 30 (H): 0.234, atom 31 (H): 0.271, atom 32 (H): 0.231, atom 33 (H): 0.246, atom 34 (H): 0.273, atom 35 (H): 0.261, atom 36 (H): 0.318, atom 37 (H): 0.362, atom 38 (H): 0.326, atom 39 (H): 0.332, atom 40 (Tl): 0.989

Density functional theory data (wB97M-V/def2-TZVPD) for a molecular structure, CH2CeF3O3S at a distorted geometry.

Properties
- Multiplicity: 3
- Charge: +1
- Gap between HOMO and LUMO (spin up / spin down): 6.33 / 8.13 eV
- Electronic energy: -39120.8159 eV
- LUMO (spin up / spin down): -4.83 / -4.97 eV
- Energy above the lowest of the compared OMol25 structures with the same formula, charge and spin: 0.034 eV

The geometry in XYZ format:
```
11
CH2CeF3O3S, DFT wB97M-V/def2-TZVPD
Ce 0.1163 -0.9679 -2.6339
O 0.2970 -0.6846 0.3627
H -1.8363 -1.7383 -0.6282
H -2.6443 -2.7985 -1.4497
S 1.3055 0.4635 0.2125
O -2.0875 -2.0199 -1.5312
O 1.4020 0.6943 -1.3090
C 0.2188 1.9313 0.6768
F -0.2861 1.7326 1.8885
F 0.9544 3.0367 0.6898
F -0.7729 2.0832 -0.1867
```

Here is what natural (NBO) gives for the atomic charges, in e: atom 1 (Ce): 1.813, atom 2 (O): -1.056, atom 3 (H): 0.522, atom 4 (H): 0.529, atom 5 (S): 1.490, atom 6 (O): -1.019, atom 7 (O): -1.124, atom 8 (C): 0.762, atom 9 (F): -0.299, atom 10 (F): -0.302, atom 11 (F): -0.315

Density functional theory data (wB97M-V/def2-TZVPD) for a molecular structure, C21H30BN3O2ReSe5.

Properties
- Multiplicity: 4
- Gap between HOMO and LUMO (spin up / spin down): 5.86 / 5.24 eV
- Electronic energy: -360370.4441 eV
- LUMO (spin up / spin down): -0.80 / -1.52 eV
- Energy above the lowest of the compared OMol25 structures with the same formula, charge and spin: 0.000 eV

The geometry in XYZ format:
```
63
C21H30BN3O2ReSe5, DFT wB97M-V/def2-TZVPD
Re -0.5282 1.5766 0.4118
C 1.6157 2.2023 1.0228
C 1.6810 1.4732 -0.2177
C 2.0113 0.1490 0.1371
C 2.3064 0.0601 1.5318
C 2.0846 1.3011 2.0683
C 2.3404 1.7196 3.4821
C 2.7252 -1.1950 2.2428
C 2.2478 -0.9554 -0.8437
C 2.1114 2.0634 -1.5395
C 1.8304 3.6941 1.1514
H 1.7433 2.5872 3.7650
H 3.3898 2.0049 3.6043
H 2.1443 0.9202 4.1977
H 2.1986 -2.0736 1.8580
H 2.5280 -1.1423 3.3150
H 3.7940 -1.3974 2.1256
H 3.2495 -1.3717 -0.7017
H 2.1761 -0.5988 -1.8698
H 1.5625 -1.7971 -0.7222
H 1.5905 1.6267 -2.3938
H 3.1861 1.9137 -1.6931
H 1.9263 3.1338 -1.5738
H 1.4046 4.0859 2.0769
H 1.3670 4.2462 0.3411
H 2.9025 3.9282 1.1634
Se -0.7104 3.3065 -1.2900
Se -2.5493 4.6856 -0.7161
Se -4.1221 3.0511 -0.3142
Se -2.8441 1.7425 1.1867
Se -0.6048 -3.7964 1.1756
N -0.5373 -3.4728 2.9160
C -0.5660 -2.1340 3.1081
C -0.5588 -1.5403 4.3722
C -0.5837 -0.1648 4.4410
C -0.5809 0.5813 3.2762
N -0.5569 0.0479 2.0328
C -0.6047 -1.2818 1.9595
N -0.6752 -1.9781 0.7801
H -0.5441 -2.1683 5.2530
H -0.5980 0.3517 5.3906
H -0.5907 1.6598 3.3132
C -3.4177 -0.4422 -2.1055
C -1.9409 -0.5940 -2.3949
C -1.4765 0.4388 -3.3889
O -1.2513 -0.3837 -1.0886
B -1.0475 -1.6312 -0.5748
O -1.2474 -2.6602 -1.4515
C -1.5059 -2.0526 -2.7573
C -2.5918 -2.8528 -3.4386
C -0.2057 -2.1307 -3.5347
H -3.5827 0.5323 -1.6482
H -3.7876 -1.2116 -1.4239
H -3.9936 -0.4907 -3.0321
H -1.9334 1.4023 -3.1740
H -1.7698 0.1265 -4.3945
H -0.3956 0.5704 -3.3661
H -3.4640 -2.9695 -2.7991
H -2.2148 -3.8438 -3.6964
H -2.9029 -2.3615 -4.3638
H 0.5677 -1.5028 -3.0930
H -0.3449 -1.8237 -4.5721
H 0.1437 -3.1641 -3.5269
```

Here is what natural (NBO) gives for the atomic charges, in e: atom 1 (Re): 0.592, atom 2 (C): -0.208, atom 3 (C): -0.206, atom 4 (C): 0.145, atom 5 (C): -0.129, atom 6 (C): 0.102, atom 7 (C): -0.660, atom 8 (C): -0.640, atom 9 (C): -0.662, atom 10 (C): -0.633, atom 11 (C): -0.631, atom 12 (H): 0.222, atom 13 (H): 0.233, atom 14 (H): 0.221, atom 15 (H): 0.210, atom 16 (H): 0.220, atom 17 (H): 0.222, atom 18 (H): 0.234, atom 19 (H): 0.222, atom 20 (H): 0.220, atom 21 (H): 0.210, atom 22 (H): 0.209, atom 23 (H): 0.240, atom 24 (H): 0.214, atom 25 (H): 0.241, atom 26 (H): 0.206, atom 27 (Se): -0.225, atom 28 (Se): -0.051, atom 29 (Se): -0.074, atom 30 (Se): -0.218, atom 31 (Se): 0.903, atom 32 (N): -0.641, atom 33 (C): 0.123, atom 34 (C): -0.178, atom 35 (C): -0.264, atom 36 (C): 0.061, atom 37 (N): -0.500, atom 38 (C): 0.351, atom 39 (N): -0.835, atom 40 (H): 0.235, atom 41 (H): 0.236, atom 42 (H): 0.227, atom 43 (C): -0.644, atom 44 (C): 0.272, atom 45 (C): -0.648, atom 46 (O): -0.743, atom 47 (B): 1.245, atom 48 (O): -0.731, atom 49 (C): 0.253, atom 50 (C): -0.630, atom 51 (C): -0.633, atom 52 (H): 0.253, atom 53 (H): 0.213, atom 54 (H): 0.220, atom 55 (H): 0.254, atom 56 (H): 0.218, atom 57 (H): 0.223, atom 58 (H): 0.228, atom 59 (H): 0.223, atom 60 (H): 0.219, atom 61 (H): 0.217, atom 62 (H): 0.222, atom 63 (H): 0.226